{"formula": "C4H12NPS2", "method": "wB97M-V/def2-TZVPD", "multiplicity": 1, "lumo_energy_ha": 0.006, "homo_energy_ev": -8.62, "smiles": "CC[P@@](=S)(NC)SC", "total_charge": 0, "orbital_gap_ev": 8.7844, "symbols": ["C", "C", "P", "S", "N", "C", "S", "C", "H", "H", "H", "H", "H", "H", "H", "H", "H", "H", "H", "H"], "xyz": [[2.59, 1.46, -0.47], [1.17, 1.07, -0.71], [0.25, 0.40, 0.79], [0.19, 1.37, 2.40], [-1.21, 0.36, 0.13], [-2.48, 0.28, 0.76], [0.62, -2.05, 0.97], [-0.43, -2.60, -0.41], [3.09, 1.85, -1.36], [2.65, 2.28, 0.40], [3.25, 0.56, -0.13], [1.07, 0.32, -1.43], [0.51, 2.00, -0.86], [-0.98, -0.01, -0.78], [-2.56, -0.51, 1.61], [-2.63, 1.24, 1.18], [-3.29, 0.12, 0.12], [-1.39, -2.92, -0.10], [0.14, -3.49, -0.94], [-0.58, -1.73, -1.16]]}